Record 1
16
Properties=species:S:1:pos:R:3 method="wB97M-V/def2-TZVPD" molar_mass_da=121.14 fmax_ev_per_a=2.63 lumo_energy_ev=0.35 e_above_lowest_kj_mol=415.5 orbital_gap_ev=8.135 e_tot_ev=-10801.1246 homo_energy_ha=-0.286
N -1.407 0.166 -0.445
N 2.626 0.602 0.461
C 0.602 -0.870 -0.407
H -1.607 -1.033 1.145
C 0.015 0.318 -0.291
H -2.298 -1.752 -0.191
H 2.490 2.660 0.121
H -0.054 2.530 -0.002
C 0.551 1.624 0.060
C 1.887 1.732 0.280
N 0.543 -2.051 -0.127
H -3.277 -0.443 0.413
C -2.222 -0.806 0.253
H 0.972 -2.844 -0.575
H -1.761 0.685 -1.206
C 2.939 -0.517 0.511



Record 2
20
Properties=species:S:1:pos:R:3 method="wB97M-V/def2-TZVPD" molar_mass_da=107.15 fmax_ev_per_a=4.02 lumo_energy_ev=0.59 e_above_lowest_kj_mol=201.6 orbital_gap_ev=10.545 e_tot_ev=-9942.1068 homo_energy_ha=-0.366 smiles=C[C@@H](O)CCN.O
C 1.307 1.379 0.816
O -0.956 2.183 -0.132
C -0.236 1.128 0.615
N -2.771 -0.188 -0.884
H 1.586 1.796 1.757
H -0.313 -0.956 0.378
H -0.575 0.885 1.607
H 0.867 -0.270 -0.776
H -3.418 -0.587 -1.617
O 2.762 -2.495 1.567
H -2.652 -1.027 -0.263
H 1.845 0.427 0.833
C -1.388 -0.238 -1.389
H -1.193 0.686 -2.050
H -1.089 -1.121 -2.083
H 3.657 -2.044 1.375
C -0.256 -0.154 -0.306
H -1.755 1.741 -0.336
H 2.934 -3.134 0.832
H 1.643 1.989 0.056



Record 3
17
Properties=species:S:1:pos:R:3 method="wB97M-V/def2-TZVPD" molar_mass_da=213.09 fmax_ev_per_a=4.51 lumo_energy_ev="-11.48 / -13.34" e_above_lowest_kj_mol=360.9 orbital_gap_ev="7.111 / 5.268" total_charge=+2 e_tot_ev=-45947.5527 homo_energy_ha="-0.683 / -0.684" multiplicity=6
C 1.848 1.649 1.802
O 2.888 2.148 2.066
H -0.548 0.588 3.009
H 0.428 -0.412 -2.371
Cr 0.196 -2.745 0.177
C -0.340 1.082 2.052
O -1.820 0.240 -3.604
H -1.245 1.492 1.595
O 0.644 2.076 2.190
O 0.233 -1.189 1.284
H -0.022 0.281 -0.261
O 1.717 0.432 1.186
C 0.394 0.060 1.092
C -1.592 -0.831 -3.142
H -2.013 -1.796 -3.490
O -0.300 -2.106 -1.549
C -0.469 -0.968 -2.037